Entry 1:
Formula: C4H6BrN2
Source: the Open Molecules 2025 dataset
Level of theory: wB97M-V/def2-TZVPD

Geometry as XYZ:
```
13
Properties=species:S:1:pos:R:3
N 0.75928 0.98282 -0.21864
C -0.37434 0.17914 0.37444
C -0.67467 -1.03887 -0.35795
C -2.00095 -1.24934 -0.53295
C -2.64797 -0.03757 -0.09255
Br -4.50366 0.27292 -0.00315
N -1.46879 0.96218 0.59897
H 1.38696 0.29364 -0.50305
H 1.15729 1.56246 0.49798
H 0.25309 1.71108 -0.74491
H -0.05683 -0.25955 1.39559
H 0.04261 -1.73250 -0.73519
H -2.51725 -2.08841 -0.99045
```

DFT total energy (a.u.): -2839.14650
Energy relative to the best compared isomer or geometry (same formula, charge and spin) (kJ/mol): 366.1
SMILES: [NH3+][C@@H]1C=CC(Br)=N1
M (g/mol): 162.0
Total charge: +1

***

Entry 2:
Formula: C4H6BrN3
Source: the Open Molecules 2025 dataset
Level of theory: wB97M-V/def2-TZVPD

Geometry as XYZ:
```
14
Properties=species:S:1:pos:R:3
C -0.83048 -1.22998 0.50915
C 0.38422 -0.57283 -1.22512
C 1.86962 1.07872 -0.09267
C -2.10683 -0.36896 0.72975
N -0.55388 -1.38352 -0.92726
N 0.19779 -0.29822 0.99167
N 0.88973 0.04397 -0.05871
Br -4.06410 -0.66855 0.28787
H -0.87936 -2.17379 0.88276
H 2.13552 1.28961 0.85012
H 2.78096 0.75562 -0.63436
H 1.35280 1.98720 -0.46781
H -1.95870 0.60411 0.14440
H 0.78878 -0.37748 -2.25902
```

DFT total energy (a.u.): -2894.12074
Energy relative to the best compared isomer or geometry (same formula, charge and spin) (kJ/mol): 428.0
M (g/mol): 176.0
Total charge: 0

***

Entry 3:
Formula: C4H6BrNO2S
Source: the Open Molecules 2025 dataset
Level of theory: wB97M-V/def2-TZVPD

Geometry as XYZ:
```
15
Properties=species:S:1:pos:R:3
C -0.71355 -1.27721 1.10540
C 0.16226 -1.34333 -1.51036
C 1.14186 1.25054 1.04648
C -0.94287 -0.57540 -0.09575
N -0.28005 -1.76757 2.03422
O -0.09822 1.62924 -1.31452
O -1.28370 2.04453 0.81837
S -0.39719 1.20886 0.05518
Br -2.75437 -0.34912 -0.54527
H 0.47042 -0.45597 -2.08734
H 1.05092 -1.85155 -1.05447
H -0.55969 -2.14281 -1.95578
H 2.00151 1.22267 0.24231
H 0.99346 2.10844 1.59004
H 1.20921 0.29867 1.67148
```

DFT total energy (a.u.): -3333.34092
Energy relative to the best compared isomer or geometry (same formula, charge and spin) (kJ/mol): 106.6
M (g/mol): 212.1
Total charge: 0

***

Entry 4:
Formula: C4H6BrO5P
Source: the Open Molecules 2025 dataset
Level of theory: wB97M-V/def2-TZVPD

Geometry as XYZ:
```
17
Properties=species:S:1:pos:R:3
C 0.36417 1.77114 0.00579
C -0.61093 0.83958 -0.67348
Br -2.13823 1.92836 -1.28290
C -1.16999 -0.26976 0.02587
O -1.93221 -0.02952 1.23788
C 0.02911 -1.23629 0.74682
O 0.19686 -1.03538 1.95694
P 1.44394 -1.73203 -0.42805
O 0.83477 -1.55660 -1.73436
O 2.23329 -0.58454 0.11391
O 1.93270 -3.13710 -0.09162
H 0.72182 2.46807 -0.81541
H 1.30885 1.12941 0.02855
H -0.00653 2.18166 0.96104
H -0.18152 0.54831 -1.54341
H -1.77223 -1.00260 -0.51400
H -1.25386 -0.28271 2.00644
```

DFT total energy (a.u.): -3447.63918
SMILES: C[C@H](Br)[C@H](O)C(=O)P(=O)([O-])[O-]
M (g/mol): 245.0
Total charge: -2

***

Entry 5:
Formula: C4H6CdLiO2
Source: the Open Molecules 2025 dataset
Level of theory: wB97M-V/def2-TZVPD

Geometry as XYZ:
```
14
Properties=species:S:1:pos:R:3
O 0.00853 -2.39241 1.05843
C -1.10038 -1.65323 1.24341
C -0.93087 -0.31128 1.62677
Cd 2.72220 1.39509 -0.68567
Li 0.37299 1.77079 -2.90934
H 0.03055 -0.04117 2.09921
H -1.79456 0.22287 2.03278
C 0.18788 -0.04829 -1.16182
C -0.62935 0.74973 -0.34360
O 1.53689 -0.21787 -0.70950
H -0.21329 -0.99325 -1.53651
H -1.67373 0.86316 -0.65818
H -0.20173 1.65169 0.10550
H 1.68486 -0.99582 -0.16148
```

DFT total energy (a.u.): -481.25094
Energy relative to the best compared isomer or geometry (same formula, charge and spin) (kJ/mol): 205.3
M (g/mol): 205.4
Total charge: +1

***

Entry 6:
Formula: C4H6Cl2O
Source: the Open Molecules 2025 dataset
Level of theory: wB97M-V/def2-TZVPD

Geometry as XYZ:
```
13
Properties=species:S:1:pos:R:3
C -1.14757 0.24016 0.73872
C 1.82701 -0.66349 -1.00112
C -2.02465 -0.77674 0.26349
C 1.68157 0.75722 -0.76999
O -1.15031 1.41124 0.47444
Cl 3.10206 -1.40331 -0.25956
Cl 2.26356 1.58724 0.84715
H -0.54767 -0.15608 1.58300
H -2.75624 -0.91231 1.07141
H -1.41177 -1.65970 0.14214
H -2.61025 -0.48087 -0.62497
H 0.65091 0.91718 -0.82482
H 2.12336 1.13945 -1.63989
```

DFT total energy (a.u.): -1151.48643
Energy relative to the best compared isomer or geometry (same formula, charge and spin) (kJ/mol): 374.0
M (g/mol): 141.0
Total charge: 0

***

Entry 7:
Formula: C4H6Cl2Si
Source: the Open Molecules 2025 dataset
Level of theory: wB97M-V/def2-TZVPD

Geometry as XYZ:
```
13
Properties=species:S:1:pos:R:3
C -1.24356 -2.04315 1.34639
C -0.64053 -1.02325 1.34010
C 0.28971 0.38675 1.26170
Si 1.62613 0.17566 -0.06811
C 1.32305 0.88075 -1.91860
Cl 3.28077 0.95932 0.74698
Cl 1.97548 -1.82836 -0.20805
H -1.78864 -3.02252 1.27299
H 0.53768 0.66077 2.29720
H -0.39676 1.03582 0.93649
H 0.24563 0.69945 -2.04852
H 1.52775 1.99569 -2.11928
H 1.84444 0.34237 -2.72027
```

DFT total energy (a.u.): -1365.90505
Energy relative to the best compared isomer or geometry (same formula, charge and spin) (kJ/mol): 249.6
SMILES: C#CC[Si](C)(Cl)Cl
M (g/mol): 153.1
Total charge: 0

***

Entry 8:
Formula: C4H6Cl2Si
Source: the Open Molecules 2025 dataset
Level of theory: wB97M-V/def2-TZVPD

Geometry as XYZ:
```
13
Properties=species:S:1:pos:R:3
Cl 2.50819 -1.96670 -0.13103
Si 1.59782 -0.14028 0.03957
Cl 2.61459 1.61954 -0.12316
C -0.02654 -0.40178 1.63126
C -1.15752 -0.17770 1.05616
C -1.15327 0.30849 -0.42655
C 0.13658 0.15174 -1.18341
H 0.45299 -0.76694 2.54584
H -2.10752 -0.28511 1.56777
H -1.85502 -0.05504 -1.02613
H -1.35686 1.38483 -0.31989
H 0.03639 -0.75044 -1.72415
H 0.31016 1.07940 -1.90628
```

DFT total energy (a.u.): -1365.91721
Energy relative to the best compared isomer or geometry (same formula, charge and spin) (kJ/mol): 217.7
SMILES: Cl[Si]1(Cl)C=CCC1
M (g/mol): 153.1
Total charge: 0